Here is an isolated molecule of C22H32N4O4 at a distorted geometry from the OMol25 dataset. Energies are from ωB97M-V/def2-TZVPD.

Values from the calculation:
LUMO level   0.03 eV
Relative energy (zero: lowest compared OMol25 entry of this formula, charge and spin)   0.599 eV
Frontier orbital gap   8.1 eV
HOMO   -8.1 eV
SMILES string   Cc1cc(/C=C(\C#N)C(=O)OCC(=O)NC(=O)NC(C)(C)C)c(C)n1CCC(C)C

```
! wB97M-V def2-TZVPD RIJCOSX def2/J DEFGRID3
* xyz 0 1
C 5.80030 -1.31925 1.96027
C 4.45752 -1.10906 1.35685
C 4.03720 -0.11666 0.52617
C 2.67347 -0.37617 0.19492
C 2.32358 -1.55235 0.86932
N 3.40669 -1.98016 1.55814
C 3.44117 -3.11803 2.44022
H 2.75383 -3.87531 2.05984
H 4.45173 -3.52908 2.43266
C 3.04827 -2.71552 3.86722
H 2.05897 -2.25318 3.84111
H 3.74837 -1.95530 4.22010
C 3.02643 -3.87381 4.87352
C 4.39873 -4.52657 5.02641
H 5.16196 -3.77814 5.22706
H 4.38654 -5.22958 5.85577
H 4.67409 -5.07443 4.12852
C 1.97192 -4.92101 4.52051
H 1.87975 -5.64331 5.32794
H 1.00057 -4.45534 4.36957
H 2.24357 -5.46301 3.61792
H 2.75292 -3.43609 5.84081
C 1.03179 -2.28741 0.88220
H 0.27634 -1.73221 0.33516
H 0.67324 -2.43611 1.90017
H 1.13976 -3.26778 0.41454
C 1.80544 0.36204 -0.64538
C 2.02729 1.57081 -1.23551
C 3.19630 2.33844 -1.07550
N 4.14576 2.97610 -0.97502
C 0.97197 2.19855 -2.04473
O 0.84171 3.37913 -2.25261
O 0.12989 1.26419 -2.56066
C -1.03850 1.74001 -3.18731
C -2.25038 1.43789 -2.30655
O -2.15022 0.88322 -1.23344
N -3.42168 1.84440 -2.85926
C -4.75644 1.71585 -2.35792
O -5.65476 2.14286 -3.04471
N -4.84062 1.11925 -1.16977
H -3.97072 0.83105 -0.73411
C -6.09081 0.86882 -0.45084
C -5.71526 0.16251 0.85022
H -6.60932 -0.04955 1.42996
H -5.20858 -0.77716 0.64130
H -5.05714 0.78918 1.44799
C -6.99606 -0.02464 -1.30228
H -6.49966 -0.96764 -1.52062
H -7.22801 0.47388 -2.23895
H -7.92289 -0.23005 -0.77419
C -6.78412 2.20097 -0.15624
H -7.01549 2.70848 -1.08828
H -7.70752 2.03005 0.38991
H -6.13670 2.84048 0.43952
H -3.39918 2.31231 -3.75627
H -0.94993 2.82439 -3.34425
H -1.14017 1.23126 -4.15102
H 0.83166 -0.07254 -0.82914
H 4.62343 0.70642 0.17538
H 5.75135 -1.35372 3.04815
H 6.24917 -2.24931 1.60871
H 6.44789 -0.49699 1.67073
*
```

Atomic partial charges in e from the Löwdin method, atoms 1 to 5: atom 1 (C): -0.02, atom 2 (C): -0.26, atom 3 (C): 0.03, atom 4 (C): -0.15, atom 5 (C): -0.20